# 1
C21H22Cl5N9O5PRe | ωB97M-V/def2-TZVPD

Results
relative energy (zero: lowest compared OMol25 entry of this formula, charge and spin) = 2.6061 eV
E_LUMO (alpha / beta) = 0.629 / 1.017 eV
orbital gap (alpha / beta) = 6.3 / 6.6 eV
molecular weight = 874.91 g/mol

```
! wB97M-V def2-TZVPD RIJCOSX def2/J DEFGRID3
* xyz -1 2
Re 0.2098 -0.6049 0.6983
N 2.1979 -1.4649 3.4362
C 2.8083 -1.3581 2.2228
N 4.0616 -1.7084 1.9793
N 4.2368 -1.4704 0.6878
N 3.1806 -0.9958 0.1588
N 2.2236 -0.8946 1.0891
C 0.9699 -0.9420 3.7114
N 0.4491 -0.8277 4.9261
N -0.7311 -0.2582 4.7363
N -0.9436 -0.0341 3.4962
N 0.1120 -0.4494 2.7839
H 2.7391 -1.8293 4.2034
Cl 1.0440 -3.5427 0.3955
C 0.9076 -2.8247 -1.1620
C 0.6098 -1.4549 -1.2312
C 0.5643 -0.9453 -2.5308
Cl 0.2606 0.7233 -2.7417
C 0.7538 -1.7237 -3.6692
Cl 0.6532 -1.0291 -5.2342
C 1.0134 -3.0823 -3.5437
Cl 1.2237 -4.0623 -4.9334
C 1.0979 -3.6355 -2.2729
Cl 1.4191 -5.3139 -2.0955
C -3.8887 -0.1230 2.0863
O -3.5125 -1.0646 1.0988
P -2.1530 -1.0232 0.2268
O -1.6302 -2.6152 0.8256
C -2.3159 -3.6207 1.5114
O -2.6431 -1.5054 -1.2302
C -2.9793 -2.8232 -1.6005
H -4.8571 -0.4626 2.4578
H -3.9850 0.8736 1.6532
H -3.1599 -0.0914 2.9007
H -3.3337 -3.3059 1.7529
H -1.7830 -3.8404 2.4442
H -2.3489 -4.5294 0.8998
H -3.3815 -2.7543 -2.6129
H -3.7378 -3.2458 -0.9388
H -2.1070 -3.4806 -1.6086
O -1.4712 1.5159 -0.4228
O -2.5888 0.7050 -0.3009
C -0.3830 3.7078 1.7844
C 0.2203 2.7353 0.7561
C 0.2376 3.4639 -0.5928
C -0.6856 1.4841 0.6965
C 1.6259 2.3087 1.1598
C 2.5969 2.0440 0.1959
C 3.8831 1.6861 0.5605
C 4.2199 1.5616 1.8961
C 3.2614 1.7992 2.8649
C 1.9804 2.1742 2.5013
H -1.3323 4.0784 1.4069
H 0.2824 4.5575 1.9282
H -0.5699 3.2329 2.7434
H -0.7416 3.8874 -0.7927
H 0.4700 2.7917 -1.4075
H 0.9682 4.2689 -0.5648
H -1.2962 1.4348 1.6110
H 2.3577 2.1006 -0.8526
H 4.6174 1.4826 -0.2055
H 5.2147 1.2528 2.1775
H 3.5068 1.6961 3.9132
H 1.2536 2.3568 3.2757
*
```

# 2
C4H13NO2 | ωB97M-V/def2-TZVPD

Results
relative energy (zero: lowest compared OMol25 entry of this formula, charge and spin) = 3.1075 eV
SMILES string = C=CCNC.O.O
E_LUMO = 0.606 eV
orbital gap = 9.3 eV
molecular weight = 107.15 g/mol

```
! wB97M-V def2-TZVPD RIJCOSX def2/J DEFGRID3
* xyz 0 1
C 0.1817 0.0226 -2.7529
C 1.1705 0.4108 -1.9001
C 0.9665 1.1555 -0.6965
N 0.1811 0.5153 0.3453
C -0.9201 1.3325 0.9632
H 0.2512 -0.5746 -3.6463
H -0.7120 0.2167 -2.3441
H 2.1862 0.2762 -2.2006
H 0.4907 2.1720 -0.6945
H 1.9188 1.3052 -0.1608
H -0.0838 -0.5012 0.3618
H -0.7611 1.5250 2.0203
H -1.9008 0.9139 1.0517
H -1.0685 2.3024 0.4450
O 0.8003 -1.8439 2.4451
H 1.3590 -1.9499 1.5754
H 0.5582 -0.9518 2.3976
O -1.9568 -2.0800 0.9893
H -1.2985 -2.8583 0.9159
H -1.3624 -1.3885 0.8853
*
```

# 3
C3H2NO2Se | ωB97M-V/def2-TZVPD

Results
relative energy (zero: lowest compared OMol25 entry of this formula, charge and spin) = 0.8185 eV
E_LUMO = 3.337 eV
orbital gap = 6.3 eV
molecular weight = 163.01 g/mol

```
! wB97M-V def2-TZVPD RIJCOSX def2/J DEFGRID3
* xyz -1 1
C 0.6628 0.8771 -1.1802
C 0.7066 -0.4193 1.3147
C -0.4771 0.6102 -0.4856
N 1.6715 1.1006 -1.7322
O 0.9144 -1.5742 1.0737
O 0.7344 0.5370 2.0074
Se -1.2819 -1.0345 -1.2227
H -1.1548 1.2814 0.1577
H -1.7761 -1.3784 0.0672
*
```

# 4
C29H29N2NdO4S | ωB97M-V/def2-TZVPD

Results
relative energy (zero: lowest compared OMol25 entry of this formula, charge and spin) = 1.6520 eV
E_LUMO (alpha / beta) = 0.015 / 0.018 eV
orbital gap (alpha / beta) = 8.7 / 8.7 eV
molecular weight = 645.87 g/mol

```
! wB97M-V def2-TZVPD RIJCOSX def2/J DEFGRID3
* xyz 0 4
C 2.1844 0.0755 0.8584
C 2.2258 -0.6265 -0.3681
C 1.8628 0.2653 -1.4024
H 2.4748 -1.6657 -0.4877
C 1.6299 1.5261 -0.8150
C 1.8306 1.4094 0.5714
H 1.2924 2.4074 -1.3293
C -1.2979 -1.5280 1.2292
C -0.2009 -2.2452 0.7237
C -0.2959 -2.2489 -0.6847
H 0.5911 -2.6868 1.3047
C -1.4450 -1.5273 -1.0727
C -2.0617 -1.0879 0.1284
H 1.7981 0.0359 -2.4523
H 1.6594 2.1874 1.2947
H 2.3990 -0.3317 1.8320
H -2.9448 -0.4799 0.1986
H 0.4110 -2.7032 -1.3553
H -1.5021 -1.3167 2.2655
Nd 0.0000 0.0000 0.0000
C -1.9760 -1.3193 -2.4754
C -3.4844 -1.5905 -2.4550
C -1.2936 -2.2693 -3.4545
H -3.6789 -2.6009 -2.0978
H -3.9023 -1.4813 -3.4503
H -3.9970 -0.8994 -1.7875
H -1.4843 -3.3073 -3.1871
H -0.2150 -2.1143 -3.4643
H -1.6731 -2.1052 -4.4569
C -1.6790 0.1369 -2.8565
C -2.2168 0.6589 -4.1714
H -0.5944 0.2773 -2.8631
H -2.0357 0.7980 -2.0676
O -3.1241 0.1447 -4.8169
N -1.6157 1.8017 -4.6157
C -0.4291 2.4320 -4.0844
H -1.9400 2.0967 -5.5232
C 0.8884 1.8543 -4.5503
C 2.0701 2.4781 -4.1538
H 2.0242 3.3494 -3.5121
C 3.2999 1.9877 -4.5596
H 4.2075 2.4839 -4.2426
C 3.3693 0.8551 -5.3621
H 4.3295 0.4677 -5.6748
C 2.1994 0.2230 -5.7516
H 2.2421 -0.6606 -6.3746
C 0.9660 0.7220 -5.3502
H 0.0584 0.2276 -5.6682
H -0.4568 2.4064 -2.9961
H -0.4698 3.4876 -4.3540
O 0.9550 -1.3431 3.3180
C 0.4035 -0.2703 3.5006
N -0.0326 0.5278 2.4765
S -0.9000 1.8970 3.1539
O -0.1907 3.0932 2.5063
O -2.2824 1.7149 2.5093
C -0.5927 1.4143 4.8325
C -0.9751 2.0511 6.0120
C -0.6211 1.4596 7.2374
C 0.0995 0.2495 7.2614
C 0.4717 -0.3744 6.0616
C 0.1167 0.2299 4.8519
H -1.5316 2.9777 5.9867
H -0.9058 1.9308 8.1687
H 0.3655 -0.2046 8.2075
H 1.0229 -1.3066 6.0770
*
```

# 5
CH4INOS | ωB97M-V/def2-TZVPD

Results
relative energy (zero: lowest compared OMol25 entry of this formula, charge and spin) = 1.2456 eV
SMILES string = C[S@@](=N)(=O)I
E_LUMO = -1.969 eV
orbital gap = 7.4 eV
molecular weight = 205.02 g/mol

```
! wB97M-V def2-TZVPD RIJCOSX def2/J DEFGRID3
* xyz 0 1
C -0.5944 -0.8026 0.4983
S 0.3259 0.5667 -0.1091
N -0.2743 0.9006 -1.4569
O 0.4323 1.4894 0.9614
I 2.9679 -0.5723 -0.0103
H -1.6331 -0.4463 0.4631
H -0.7352 -1.7717 0.0121
H -0.2770 -1.1461 1.4493
H -0.2121 1.7823 -1.8079
*
```

# 6
C3H10NOSi | ωB97M-V/def2-TZVPD

Results
relative energy (zero: lowest compared OMol25 entry of this formula, charge and spin) = 2.3912 eV
E_LUMO = 4.401 eV
orbital gap = 7.2 eV
molecular weight = 104.20 g/mol

```
! wB97M-V def2-TZVPD RIJCOSX def2/J DEFGRID3
* xyz -1 1
C -0.9307 -0.5384 -1.6093
C -0.3762 -0.9873 2.3586
C 1.0504 1.5449 -1.1144
N -0.9315 -0.3070 1.2272
O -0.2396 1.0015 1.1326
Si 0.2285 0.0806 -0.1810
H -1.9151 0.0248 -1.6223
H -0.2788 -0.4430 -2.4091
H -1.2744 -1.5692 -1.6453
H -0.2147 -2.0198 1.9289
H 0.6861 -0.8064 2.7169
H -0.9230 -0.8061 3.2083
H 2.0358 1.7305 -0.6624
H 1.2978 1.3548 -2.2093
H 0.3016 2.3557 -1.1426
H 1.4838 -0.6156 0.0232
*
```